The following is a DFT calculation (the ωB97M-V functional and the def2-TZVPD basis) of a single C4H2N4 molecule at a distorted geometry.

```
10
Properties=species:S:1:pos:R:3:nbo_charge:R:1
C 3.099 -0.053 0.162 -0.1241
C 1.872 0.021 0.045 -0.0706
C 0.482 0.052 -0.200 0.2428
C -2.073 -0.074 0.185 0.1728
H 4.184 0.067 0.165 0.2513
H -3.020 -0.086 0.494 0.1982
N -0.169 1.207 -0.083 -0.1485
N -1.447 1.112 -0.027 -0.1802
N -1.336 -1.171 0.037 -0.1717
N -0.113 -1.099 -0.186 -0.1701
```

Summary:
total charge: 0
2S+1: 1
total energy: -372.4672 a.u.
frontier orbital gap: 8.40 eV
energy relative to the best compared isomer or geometry (same formula, charge and spin): 4.4797 eV
E_LUMO: -0.646 eV
HOMO level: -9.04 eV

The following is a DFT calculation (the ωB97M-V functional and the def2-TZVPD basis) of a single C4H2N4O molecule at a distorted geometry.

```
11
Properties=species:S:1:pos:R:3:nbo_charge:R:1
C -1.640 -0.276 -0.011 0.3609
C 0.514 0.082 0.270 0.4527
C 1.931 -0.037 0.094 -0.1288
C 3.146 -0.252 -0.191 -0.0916
H -2.358 -2.020 0.277 0.3194
H 4.345 -0.103 -0.360 0.3020
N -2.812 -0.935 -0.012 -0.5336
N -1.880 1.142 -0.172 -0.2376
N -0.883 1.896 -0.158 0.2235
N -0.380 -0.876 -0.044 -0.3887
O 0.016 1.379 0.306 -0.2783
```

Summary:
total charge: 0
2S+1: 1
total energy: -447.5646 a.u.
frontier orbital gap: 8.06 eV
energy relative to the best compared isomer or geometry (same formula, charge and spin): 6.7128 eV
E_LUMO: -1.597 eV
HOMO level: -9.66 eV

The following is a DFT calculation (the ωB97M-V functional and the def2-TZVPD basis) of 3 unconnected molecules or ions with the total composition C4H2NO5S at a distorted geometry.

```
13
Properties=species:S:1:pos:R:3:lowdin_spin:R:1
C -0.530 -1.688 0.246 0.1153
C -1.776 -0.362 1.774 0.0016
C 1.033 1.265 -2.187 0.0010
C 0.608 -1.138 0.073 0.6764
N -1.476 -1.396 1.225 0.0184
O 2.195 1.187 -2.028 -0.0021
O -2.424 0.376 2.365 -0.0008
O 0.025 1.194 -2.785 0.0033
O 0.407 1.861 -0.397 0.2362
O 0.509 1.378 2.006 0.2810
S 1.222 1.285 0.719 0.5809
H -1.020 -2.646 -0.303 0.0474
H 1.227 -1.316 -0.710 0.0414
```

Summary:
total charge: -1
2S+1: 3
total energy: -982.7000 a.u.
⟨S²⟩: 2.016
frontier orbital gap (alpha / beta): 5.72 / 8.29 eV
energy relative to the best compared isomer or geometry (same formula, charge and spin): 0.0785 eV
E_LUMO (alpha / beta): 3.643 / 2.455 eV
HOMO level (alpha / beta): -2.08 / -5.83 eV

The following is a DFT calculation (the ωB97M-V functional and the def2-TZVPD basis) of a molecular structure, C4H2NaO6 at a distorted geometry.

```
13
Properties=species:S:1:pos:R:3:nbo_charge:R:1
O -4.222 0.224 -0.682 -0.6302
C -4.536 0.368 -1.795 1.0599
O -0.188 -0.382 1.023 -0.5720
O -4.701 0.441 -2.935 -0.4269
Na -2.826 -0.226 1.410 0.9928
H 2.426 0.886 1.172 0.2090
O 2.279 -0.548 -0.393 -0.4681
O 3.629 -2.416 -0.531 -0.4956
O 3.289 -1.036 1.287 -0.4737
C 2.188 -0.172 0.983 0.2512
C 0.864 -0.578 1.606 0.4371
C 3.258 -1.415 -0.016 0.9556
H 0.910 -1.127 2.565 0.1609
```

Summary:
total charge: +1
2S+1: 1
total energy: -767.1699 a.u.
frontier orbital gap: 9.83 eV
energy relative to the best compared isomer or geometry (same formula, charge and spin): 0.0000 eV
E_LUMO: -4.597 eV
HOMO level: -14.42 eV

The following is a DFT calculation (the ωB97M-V functional and the def2-TZVPD basis) of a single C4H2O2 molecule.

```
8
Properties=species:S:1:pos:R:3:nbo_charge:R:1
O 1.697 0.091 -2.250 -0.4567
C 0.855 0.761 -1.702 0.3550
C 0.216 0.338 -0.462 -0.0517
C -0.329 -0.075 0.535 -0.0342
C -0.999 -0.691 1.673 0.3529
O -0.997 -0.233 2.789 -0.4573
H 0.507 1.724 -2.113 0.1466
H -1.513 -1.636 1.421 0.1453
```

Summary:
total charge: 0
2S+1: 1
total energy: -303.9975 a.u.
frontier orbital gap: 10.17 eV
energy relative to the best compared isomer or geometry (same formula, charge and spin): 0.3361 eV
E_LUMO: -0.844 eV
HOMO level: -11.01 eV

The following is a DFT calculation (the ωB97M-V functional and the def2-TZVPD basis) of a single C4H2O2 molecule.

```
8
Properties=species:S:1:pos:R:3:nbo_charge:R:1
O -1.727 -1.412 -0.424 -0.4587
C -1.516 -0.454 0.270 0.3611
C -0.354 0.508 0.035 0.4104
O -0.623 1.690 0.034 -0.4504
C 1.005 0.053 -0.198 -0.1483
C 2.196 -0.080 -0.324 -0.0922
H -2.207 -0.117 1.064 0.1353
H 3.257 -0.158 -0.434 0.2429
```

Summary:
total charge: 0
2S+1: 1
total energy: -303.9940 a.u.
frontier orbital gap: 9.49 eV
energy relative to the best compared isomer or geometry (same formula, charge and spin): 0.4315 eV
E_LUMO: -0.873 eV
HOMO level: -10.36 eV

The following is a DFT calculation (the ωB97M-V functional and the def2-TZVPD basis) of a molecular structure, C4H2O2 at a distorted geometry.

```
8
Properties=species:S:1:pos:R:3:nbo_charge:R:1
O 1.004 0.967 0.243 -0.4504
C 0.985 -0.250 -0.314 0.3468
C -0.251 -1.033 -0.314 0.3746
O -0.394 -2.113 -0.848 -0.4242
C -1.115 -0.015 0.189 -0.2999
C -0.722 1.029 0.787 0.0146
H 1.618 -0.362 -1.175 0.1985
H -1.125 1.778 1.432 0.2400
```

Summary:
total charge: 0
2S+1: 1
total energy: -303.8717 a.u.
frontier orbital gap (alpha / beta): 6.14 / 6.45 eV
energy relative to the best compared isomer or geometry (same formula, charge and spin): 3.7576 eV
E_LUMO (alpha / beta): -2.536 / -2.385 eV
HOMO level (alpha / beta): -8.68 / -8.83 eV

The following is a DFT calculation (the ωB97M-V functional and the def2-TZVPD basis) of 2 unconnected molecules or ions with the total composition C4H2O2 at a distorted geometry.

```
8
Properties=species:S:1:pos:R:3:nbo_charge:R:1
O -2.767 -1.638 -1.252 -0.4793
C -2.583 -0.719 -0.612 0.4747
C -0.015 0.056 0.032 0.2078
O -0.679 0.988 0.665 -0.6215
C 1.393 0.213 0.204 -0.1966
C 2.604 0.165 0.224 -0.1285
H -1.625 0.797 0.489 0.5055
H 3.672 0.138 0.251 0.2379
```

Summary:
total charge: 0
2S+1: 1
total energy: -303.9354 a.u.
frontier orbital gap: 8.63 eV
energy relative to the best compared isomer or geometry (same formula, charge and spin): 2.0249 eV
E_LUMO: -0.218 eV
HOMO level: -8.85 eV

Q: Among the records above, which one has the highest total energy?
A: number 7